DFT (ωB97M-V/def2-TZVPD) results for a cluster of 12 separate species, C7H35NO11 in total.

CARTESIAN COORDINATES (ANGSTROEM)
C  -3.01  -1.55  0.66
C  -2.58  -0.94  -0.41
C  -1.19  -0.39  -0.58
C  -0.57  0.37  0.33
C  0.85  0.68  0.02
C  -3.47  -0.79  -1.67
C  -3.12  0.44  -2.50
N  -3.25  1.66  -1.59
H  -4.03  -1.98  0.81
H  -2.50  -1.46  1.63
H  -0.75  -0.72  -1.55
H  -1.10  0.60  1.20
H  1.27  1.60  0.61
H  1.02  1.00  -1.01
H  1.56  -0.26  0.19
H  -3.30  -1.83  -2.13
H  -4.50  -0.70  -1.36
H  -2.12  0.38  -2.82
H  -3.84  0.54  -3.31
H  -4.04  2.02  -1.31
H  -2.82  1.40  -0.71
O  1.16  2.11  -3.64
H  1.93  2.66  -3.44
H  1.44  1.16  -3.64
O  -1.58  3.33  0.94
H  -1.16  4.23  0.74
H  -2.02  3.08  0.17
O  -1.94  -0.29  3.47
H  -1.44  0.48  3.23
H  -2.85  -0.19  3.34
O  3.82  0.48  -0.83
H  4.39  -0.33  -0.55
H  4.53  1.15  -0.87
O  2.39  -0.21  -3.04
H  3.08  0.24  -2.58
H  2.02  -0.91  -2.58
O  0.21  1.55  3.24
H  0.08  1.17  4.00
H  1.04  2.07  3.09
O  2.11  -3.41  1.99
H  1.44  -3.12  2.61
H  1.77  -3.41  1.09
O  0.91  -3.27  -1.07
H  0.17  -3.09  -1.67
H  1.65  -3.41  -1.70
O  0.15  -2.02  2.96
H  -0.76  -2.06  3.33
H  -0.03  -1.40  2.15
O  2.50  3.54  1.92
H  2.12  3.46  1.00
H  3.41  3.23  1.72
O  3.96  -2.07  -0.10
H  3.48  -2.01  0.77
H  3.52  -2.86  -0.54

## Properties
Max |F| in eV/Å: 9.13
E_tot in Eh: -1169.96574
Relative energy (zero: lowest compared OMol25 entry of this formula, charge and spin) in kcal per mole: 63.32
HOMO energy in eV: -8.9
2S+1: 1
Structure (SMILES): C=C(/C=C/C)CCN.O.O.O.O.O.O.O.O.O.O.O

Charges obtained by Mulliken population analysis, quoted in units of e: -1.0568 0.2579 -0.3828 0.1080 0.1346 -0.7116 -0.5768 -0.5904 0.2995 0.0943 0.5511 0.8319 -0.7152 0.2736 -0.0831 0.2922 0.3742 0.2703 0.4298 0.1739 0.2985 -0.6472 0.2546 0.4011 -0.6006 0.3038 0.2921 -0.6252 0.3400 0.3149 -0.5846 0.3582 0.2662 -0.6592 0.3741 0.2495 -0.5683 0.2079 0.2441 -0.7185 0.4435 0.2413 -0.5462 0.2909 0.2914 -0.7156 0.3325 0.3036 -0.6543 0.2893 0.3224 -0.6901 0.3519 0.2640